6
Properties=species:S:1:pos:R:3 method="wB97M-V/def2-TZVPD" e_tot_ev=-76678.76319 e_above_lowest_ev=3.214 homo_ev=-3.12 charge=-1
O -0.955 1.461 1.187
H 0.202 -0.022 -0.389
N -0.783 0.230 1.436
Br 0.162 -2.307 0.784
C -0.152 -0.464 0.520
O -1.193 -0.296 2.499

83
Properties=species:S:1:pos:R:3 method="wB97M-V/def2-TZVPD" e_tot_ev=-130733.48617 e_above_lowest_ev=2.209 homo_ev="-16.95 / -16.97" charge=+4
C 0.105 -3.038 -2.939
H -0.795 -3.618 -3.172
C -1.070 0.638 0.569
H -1.524 -6.131 1.899
H -2.825 1.243 5.448
H 5.560 2.408 -0.719
C -2.968 -2.256 0.538
H -1.444 0.476 1.573
H 4.774 -2.429 3.409
H 6.335 -1.802 -1.961
H -2.705 1.883 0.041
H 5.597 -0.878 3.159
H -3.837 -1.738 0.109
H 4.119 -2.488 0.970
Sn -0.717 4.190 -2.390
H 6.196 -2.351 2.357
Br 0.852 -1.299 1.403
H 4.997 -2.400 -2.954
C 0.206 2.644 3.577
P -0.355 -3.167 -0.134
N -0.128 1.365 3.424
C -1.977 1.720 4.961
H 6.168 2.088 0.914
N -6.285 4.875 -4.326
C -1.787 1.426 -0.330
H -3.840 2.593 -4.537
C 4.364 -1.547 1.482
H 5.284 -3.093 -1.349
H -6.658 6.239 -2.815
H 4.859 3.262 0.669
H -2.151 -4.497 2.127
C -2.038 -2.673 -0.608
C -0.328 -4.634 0.924
C -4.378 3.450 -4.125
H 4.250 -0.255 -2.031
C 4.223 1.188 0.502
C -4.037 4.029 -2.881
H -3.334 -3.127 1.095
H 0.215 -5.404 0.351
H 3.820 1.164 1.525
H -5.798 3.436 -5.755
H -2.202 3.713 5.756
P 5.061 -0.405 0.211
C -1.677 -5.168 1.400
H -0.135 4.543 4.506
H 3.421 -1.102 1.825
C -2.906 3.509 -2.077
H -2.440 -3.545 -1.151
N -1.506 -0.401 3.914
H -2.174 -0.839 4.534
C -1.619 3.059 5.108
H -4.672 5.591 -1.461
C 5.293 -1.810 2.668
C -0.492 3.526 4.409
C 5.264 2.305 0.331
H 0.905 -4.539 -1.588
C 5.299 -2.163 -1.929
H -0.817 -0.989 3.460
H -2.490 -1.560 1.236
H 0.305 -4.361 1.785
C 4.362 -1.102 -1.337
H -3.157 3.476 -1.007
H -0.141 -1.969 -2.974
C 0.691 -3.457 -1.587
H 1.652 -2.936 -1.403
H 3.394 1.273 -0.214
H 3.367 -1.514 -1.110
C 0.064 -0.068 0.164
C -5.515 3.905 -4.804
C -1.174 0.904 4.124
H -1.954 -1.849 -1.339
H 0.159 0.967 -3.093
C 0.525 0.081 -1.149
C -2.024 2.456 -2.620
H 1.381 -0.496 -1.479
H 0.843 -3.233 -3.727
H -2.173 2.083 -3.640
C -4.855 5.092 -2.413
C -0.182 0.876 -2.063
C -5.979 5.458 -3.168
H 1.075 2.968 3.001
H -2.367 -5.331 0.562
C -1.352 1.555 -1.656